[1]
The following is a quantum chemistry calculation of a molecular structure, C50H47AsClN4O8PPt, from OMol25.

Each line ends with the Mulliken spin population.
Element x y z (Å)
Pt -1.230816 0.670996 -0.051027  0.530
C -4.498337 3.606499 2.701278  0.000
O -3.117099 3.329716 2.975157  0.000
C -2.587282 2.169251 2.620664  0.011
O -1.400635 1.959542 2.738986  0.001
N -3.457633 1.186884 2.218873  -0.005
N -2.863362 0.056866 1.601297  0.017
H -4.658080 4.632736 3.007433  0.000
H -5.147845 2.948277 3.278634  0.000
H -4.705196 3.519377 1.632947  0.000
H -4.270655 1.486905 1.703923  0.001
H -3.585252 -0.435286 1.090733  0.001
H -2.480418 -0.532164 2.332390  0.000
C 0.507920 -0.323489 3.036205  -0.002
C 1.905398 -0.501169 3.618550  0.002
As 1.932418 -1.451048 5.354161  -0.001
C 1.138675 -3.140286 4.775828  0.000
C 1.572470 -3.803411 3.627992  0.000
C 1.030072 -5.033352 3.285039  0.000
C 0.053192 -5.612780 4.086788  0.000
C -0.384280 -4.957764 5.228405  0.000
C 0.156804 -3.723188 5.569937  0.000
C 3.801110 -2.018761 5.237206  -0.001
C 4.171246 -3.230523 5.816500  0.000
C 5.473818 -3.694804 5.710164  0.000
C 6.429163 -2.942784 5.038584  0.000
C 6.076501 -1.722329 4.483311  0.000
C 4.771253 -1.256318 4.591867  0.000
P 0.668638 0.197488 1.272497  0.042
C 1.821485 1.584074 1.330725  -0.029
C 2.938388 1.715212 0.509100  0.007
C 3.769866 2.817791 0.635496  0.000
C 3.478738 3.809976 1.558606  0.000
C 2.338992 3.708394 2.347948  0.001
C 1.513147 2.603199 2.239309  0.004
C 1.396599 -1.331142 0.603905  0.031
C 0.499459 -2.399165 0.535356  -0.024
C 0.924195 -3.651210 0.125144  0.004
C 2.251885 -3.850903 -0.227879  -0.001
C 3.151316 -2.799558 -0.150025  0.000
C 2.731454 -1.546012 0.271108  0.002
H -0.077289 0.406476 3.589262  0.001
H -0.033938 -1.272961 3.016196  -0.002
H 2.372429 0.468336 3.782114  0.000
H 2.543198 -1.063382 2.935101  0.000
H 2.346590 -3.366774 3.003306  0.000
H 1.379895 -5.544378 2.396089  0.000
H -0.366306 -6.574812 3.820210  0.000
H -1.140548 -5.408649 5.858252  0.000
H -0.181714 -3.211368 6.463076  0.000
H 3.431105 -3.821159 6.344194  0.000
H 5.745286 -4.644484 6.154067  0.000
H 7.446062 -3.304433 4.955690  0.000
H 6.819465 -1.126301 3.967147  0.000
H 4.520643 -0.291557 4.165924  0.000
H 3.164906 0.970159 -0.238777  0.001
H 4.638596 2.903193 -0.005680  0.000
H 4.133058 4.666251 1.657996  0.000
H 2.090740 4.495413 3.048492  0.000
H 0.614370 2.537754 2.837619  0.002
H -0.539856 -2.243400 0.782548  -0.016
H 0.218520 -4.471473 0.088951  0.000
H 2.586343 -4.828969 -0.551517  0.000
H 4.190323 -2.953864 -0.411024  0.000
H 3.462455 -0.756775 0.348218  0.001
O -2.045473 -1.452977 -0.486845  0.147
N -2.238339 -1.734126 -1.777336  -0.023
C -1.216697 -1.697380 -2.642891  0.017
C -1.427683 -1.949878 -3.981142  -0.007
C -2.691468 -2.287809 -4.431372  0.013
C -3.724442 -2.364704 -3.506241  -0.006
C -3.473190 -2.070902 -2.187955  0.017
H -0.244129 -1.459306 -2.237582  0.010
H -0.586291 -1.876561 -4.656504  0.000
H -2.874309 -2.488401 -5.478646  0.000
H -4.725650 -2.643426 -3.800339  0.000
H -4.224269 -2.089643 -1.413854  0.000
C -5.342694 0.288849 -6.112853  0.000
C -4.409134 1.462488 -5.978512  0.000
C -3.847956 2.070908 -7.090072  0.000
C -3.010987 3.168669 -6.953922  0.000
Cl -2.353249 3.931975 -8.367289  0.000
C -2.689681 3.643075 -5.700897  0.000
C -3.244399 3.043607 -4.576363  0.000
C -4.118865 1.977655 -4.712898  0.000
O -4.772277 1.376737 -3.669634  0.000
C -4.649080 1.926935 -2.384528  0.003
C -3.390356 1.481191 -1.651976  0.018
O -3.368752 1.665617 -0.391711  0.032
O -2.450691 0.962410 -2.269213  0.031
H -5.274012 -0.152406 -7.105960  0.000
H -6.376067 0.599395 -5.940477  0.000
H -5.110641 -0.466138 -5.360274  0.000
H -4.065918 1.685469 -8.079320  0.000
H -2.002733 4.471778 -5.592510  0.000
H -2.963213 3.408857 -3.598152  0.000
H -5.512651 1.585602 -1.817298  0.000
H -4.659321 3.020287 -2.398056  0.000
O -0.353634 2.806461 -0.494334  0.140
C 0.420912 2.306729 -1.294240  -0.017
N 0.376183 0.961084 -1.444375  0.015
C 1.361831 0.551493 -2.337233  0.018
O 1.596064 -0.580250 -2.661470  -0.003
C 2.063666 1.805111 -2.793182  -0.002
C 3.140883 1.967017 -3.631955  -0.001
C 3.623226 3.260342 -3.824366  -0.001
C 3.026644 4.345050 -3.196382  0.000
C 1.930031 4.166797 -2.359830  -0.001
C 1.467735 2.885074 -2.163896  0.016
H 3.592113 1.112747 -4.120913  0.000
H 4.475498 3.429940 -4.469833  0.000
H 3.428016 5.334616 -3.367291  0.000
H 1.453803 5.001368 -1.858648  0.001

Cartesian forces (eV/Å) of the 2 atoms listed first:
1.23 -1.84 1.02
-0.01 -0.05 -0.02

Computed properties:
LUMO level (spin up / spin down): -3.85 / -3.67 eV
HOMO (spin up / spin down): -0.367 / -0.367 hartree
⟨S²⟩: 0.76
charge: +1
Kohn-Sham gap (spin up / spin down): 6.138 / 6.315 eV
electronic energy: -160843.0047 eV
maximum force: 2.4 eV Å⁻¹
ΔE to the lowest compared entry with this formula, charge and spin: 39.1 kcal per mole
multiplicity: 2



[2]
The following is a quantum chemistry calculation of a molecular structure, C50H47N3NiOP3S, from OMol25.

Each line ends with the Mulliken spin population.
Element x y z (Å)
Ni -0.277603 0.518039 0.312520  1.566
C 2.303197 2.512439 2.842120  0.003
C 0.857197 2.860839 2.499620  0.024
C 0.556797 4.295039 2.932620  0.001
C -0.196003 1.930739 3.116320  0.000
C -0.008103 1.493339 4.578420  -0.001
O -0.540803 0.168539 4.593520  0.004
C -0.668403 -0.233561 3.319120  0.006
N -0.388703 0.646239 2.428320  0.100
C -1.194903 -1.590261 3.153220  -0.001
C -1.190703 -2.390561 4.298820  -0.001
C -1.811903 -3.622661 4.316720  0.003
C -2.457803 -4.079061 3.180220  -0.002
C -2.421403 -3.326861 2.019520  -0.001
C -1.796003 -2.084061 1.980620  0.036
P -1.792503 -1.174461 0.395920  -0.072
C -3.339303 -0.231261 0.450420  -0.003
C -3.762503 0.297939 -0.770080  0.008
C -4.957303 0.979239 -0.848180  -0.001
C -5.708303 1.178539 0.300620  0.001
C -5.253103 0.715739 1.523820  0.001
C -4.067503 0.003739 1.607420  0.003
C -2.233803 -2.465761 -0.845080  0.046
C -1.255403 -3.267161 -1.429080  0.009
C -1.591403 -4.263461 -2.330980  0.005
C -2.910503 -4.447761 -2.707380  0.002
C -3.890303 -3.637961 -2.158280  0.000
C -3.560903 -2.668861 -1.227180  0.010
H 2.974097 2.991939 2.131520  0.000
H 2.474497 1.439239 2.800220  -0.001
H 2.555697 2.871539 3.837620  0.000
H 0.716497 2.779539 1.410720  0.002
H 0.532697 4.360939 4.018320  0.000
H -0.403303 4.629139 2.546520  0.000
H 1.333197 4.963739 2.571920  0.000
H -1.157303 2.457639 3.016720  -0.002
H -0.562103 2.104939 5.291120  0.000
H 1.042797 1.433839 4.881520  0.000
H -0.702903 -2.022861 5.186820  0.001
H -1.803803 -4.220261 5.214620  0.000
H -2.980003 -5.023961 3.187120  0.000
H -2.897103 -3.706561 1.125320  0.001
H -3.144103 0.144739 -1.647680  0.013
H -5.312403 1.347239 -1.797880  0.000
H -6.647703 1.703339 0.237220  0.000
H -5.823803 0.913839 2.418420  0.000
H -3.710303 -0.367161 2.560120  0.000
H -0.212603 -3.132461 -1.186080  0.006
H -0.813403 -4.889361 -2.742780  0.000
H -3.170203 -5.217461 -3.418580  0.000
H -4.920203 -3.761561 -2.456180  0.000
H -4.351403 -2.072161 -0.800580  0.000
C 2.647897 -1.102061 -2.183780  0.000
N 1.819897 -0.146461 -1.458580  0.032
P 0.207897 0.152939 -1.981980  0.051
C 0.304897 -0.212961 -3.780380  0.046
C -0.495303 -1.145361 -4.424280  0.021
C -0.441703 -1.260961 -5.806180  0.005
C 0.398797 -0.448361 -6.545280  -0.002
C 1.204997 0.478039 -5.902580  0.004
C 1.156497 0.600439 -4.528280  0.002
C -0.007603 1.959439 -2.189380  -0.015
C 0.784797 2.914539 -1.572680  0.058
C 0.449297 4.254039 -1.641280  0.000
C -0.687303 4.645339 -2.328680  0.003
C -1.486603 3.695639 -2.944480  0.003
C -1.160203 2.357139 -2.863880  0.010
P 2.118297 0.313739 0.183220  -0.047
C 3.902697 0.685739 -0.058280  0.009
C 4.267397 1.941839 -0.535380  0.006
C 5.554097 2.180339 -0.983680  -0.001
C 6.500997 1.171539 -0.942880  0.001
C 6.167397 -0.060861 -0.407480  0.000
C 4.878697 -0.306761 0.031620  0.002
C 2.220597 -1.215961 1.201720  0.026
C 1.353297 -2.270061 0.945820  0.001
C 1.247397 -3.345761 1.807720  0.015
C 2.015097 -3.373861 2.959620  0.003
C 2.882497 -2.326661 3.234420  0.003
C 2.974997 -1.244961 2.374020  0.000
H 3.079597 -0.642061 -3.074580  0.000
H 2.072997 -1.976561 -2.494280  0.001
H 3.458697 -1.439161 -1.542780  0.001
H -1.170103 -1.768861 -3.854480  0.008
H -1.067103 -1.981261 -6.310280  0.000
H 0.422997 -0.525961 -7.621680  0.000
H 1.859397 1.114639 -6.479280  0.000
H 1.763997 1.344539 -4.029580  0.001
H 1.674797 2.597339 -1.048980  -0.035
H 1.058297 4.988139 -1.134680  0.000
H -0.946203 5.689739 -2.388880  0.000
H -2.374903 4.000139 -3.474480  0.000
H -1.786903 1.610939 -3.333180  0.001
H 3.548597 2.749139 -0.558780  0.001
H 5.816997 3.151339 -1.375780  0.000
H 7.492897 1.340939 -1.330380  0.000
H 6.911697 -0.839961 -0.346880  0.000
H 4.642397 -1.277461 0.448420  0.000
H 0.759497 -2.242161 0.043920  -0.025
H 0.550897 -4.145961 1.596720  0.000
H 1.946697 -4.213561 3.635720  0.000
H 3.482097 -2.345561 4.133420  0.000
H 3.649897 -0.429861 2.602720  0.000
S -3.354503 3.684839 1.419520  0.024
C -2.276903 2.731239 0.741220  0.038
N -1.454403 2.091239 0.198820  -0.020

Cartesian forces (eV/Å) of the 2 atoms listed first:
-1.22 0.48 1.28
-0.32 -0.05 -0.17

Computed properties:
LUMO level (spin up / spin down): -2.51 / -3.37 eV
HOMO (spin up / spin down): -0.362 / -0.361 hartree
⟨S²⟩: 2.02
charge: +1
Kohn-Sham gap (spin up / spin down): 7.329 / 6.448 eV
electronic energy: -138871.6886 eV
maximum force: 2.0 eV Å⁻¹
multiplicity: 3



- Among the records above, which one has the lowest ⟨S²⟩?
  C50H47AsClN4O8PPt